The molecule C30H52O4, computed with the ωB97M-V functional and the def2-TZVPD basis.

Values from the calculation:
SMILES	CC(C)=CCC[C@](C)(O)[C@H]1CC[C@]2(C)[C@@H]1[C@H](O)C[C@@H]1[C@@]3(C)CC[C@H](O)C(C)(C)[C@@H]3[C@@H](O)C[C@]12C
molar mass	476.74	g mol⁻¹
calculated total energy	-1475.30033	Eh
relative energy (zero: lowest compared OMol25 entry of this formula, charge and spin)	4.26	kcal per mole
gap between HOMO and LUMO	9.469	eV

Geometry as XYZ:
```
86
Properties=species:S:1:pos:R:3:forces:R:3:lowdin_charge:R:1
C 3.006 4.303 2.094 0.1 -0.1 0.0 -0.069
C 3.146 3.367 0.927 -0.1 0.2 0.2 -0.347
C 2.126 3.590 -0.150 0.2 -0.2 0.0 -0.048
C 4.115 2.461 0.888 0.1 -0.1 -0.1 -0.083
C 4.382 1.458 -0.192 -0.1 0.0 0.2 -0.176
C 4.674 0.080 0.422 -0.1 0.0 -0.4 -0.112
C 4.504 -1.114 -0.548 0.1 -0.5 0.6 -0.498
C 5.629 -2.136 -0.303 -0.3 0.2 -0.2 -0.018
O 4.606 -0.712 -1.914 0.1 0.1 -0.3 -0.026
C 3.131 -1.818 -0.414 0.2 0.3 -0.1 -0.183
C 2.995 -2.582 0.926 0.0 -0.1 0.0 -0.120
C 1.585 -2.310 1.476 0.0 0.1 0.0 -0.112
C 0.796 -1.764 0.276 0.0 0.1 0.2 -0.364
C 0.408 -3.015 -0.536 0.0 0.2 0.0 -0.005
C 1.869 -0.932 -0.457 0.0 -0.2 -0.5 -0.153
C 1.339 -0.455 -1.814 -0.2 0.0 0.3 -0.310
O 2.207 0.448 -2.462 0.2 0.1 -0.2 -0.033
C 0.026 0.317 -1.611 0.1 -0.3 -0.1 -0.068
C -1.022 -0.409 -0.761 0.1 0.2 0.1 -0.185
C -2.394 0.333 -0.713 0.1 -0.3 -0.2 -0.345
C -2.282 1.760 -0.170 -0.1 -0.1 0.0 -0.009
C -2.907 0.428 -2.176 -0.1 0.0 0.1 -0.115
C -4.395 0.128 -2.355 -0.1 0.4 0.2 -0.114
C -5.240 0.679 -1.214 -0.3 -0.7 -0.2 -0.334
O -5.118 2.086 -1.220 0.0 0.4 -0.1 -0.032
C -4.863 -0.027 0.123 -0.1 0.0 0.0 -0.412
C -5.163 0.891 1.314 0.2 -0.1 -0.2 -0.026
C -5.808 -1.237 0.245 0.1 0.1 0.0 -0.038
C -3.389 -0.545 0.097 0.0 0.2 0.4 -0.133
C -2.826 -0.848 1.502 0.4 -0.1 -0.4 -0.326
O -3.694 -1.627 2.306 -0.2 -0.3 0.2 -0.035
C -1.490 -1.588 1.391 0.0 0.4 0.1 -0.067
C -0.417 -0.830 0.603 -0.2 -0.3 -0.1 -0.337
C 0.039 0.371 1.453 -0.1 -0.1 -0.1 0.002
H 2.044 4.153 2.583 -0.1 0.0 0.1 0.078
H 3.046 5.337 1.754 0.0 0.1 0.0 0.079
H 3.795 4.146 2.825 0.0 0.0 0.1 0.072
H 2.327 4.537 -0.652 -0.1 0.1 0.0 0.088
H 1.130 3.661 0.290 -0.1 0.0 0.0 0.076
H 2.129 2.807 -0.901 -0.1 -0.1 -0.1 0.057
H 4.810 2.414 1.719 0.0 0.1 0.2 0.109
H 5.248 1.791 -0.775 0.0 0.0 -0.1 0.123
H 3.537 1.395 -0.873 0.1 0.0 0.0 0.079
H 5.695 0.081 0.813 0.0 0.0 0.1 0.120
H 4.008 -0.070 1.272 0.0 0.0 0.1 0.117
H 6.588 -1.690 -0.567 0.1 0.1 0.0 0.088
H 5.478 -3.012 -0.929 0.0 -0.1 -0.1 0.092
H 5.675 -2.448 0.735 0.0 0.0 0.1 0.081
H 5.429 -0.226 -2.031 0.0 0.0 -0.1 0.113
H 3.093 -2.519 -1.253 0.0 0.0 0.0 0.150
H 3.738 -2.243 1.645 0.1 -0.1 0.0 0.103
H 3.158 -3.648 0.775 0.1 0.0 0.0 0.117
H 1.643 -1.588 2.288 0.0 0.0 0.0 0.105
H 1.131 -3.214 1.878 -0.1 0.0 0.1 0.119
H -0.295 -3.630 0.019 0.0 -0.1 0.0 0.083
H -0.025 -2.793 -1.505 0.0 -0.1 -0.1 0.079
H 1.290 -3.624 -0.709 0.1 -0.1 -0.1 0.088
H 2.067 -0.041 0.138 0.0 0.2 0.1 0.141
H 1.176 -1.321 -2.474 0.0 0.0 0.1 0.154
H 3.081 0.024 -2.510 0.0 0.1 0.0 0.060
H 0.303 1.270 -1.164 0.0 0.1 0.0 0.097
H -0.372 0.542 -2.599 0.0 0.1 0.0 0.123
H -1.259 -1.343 -1.277 -0.1 0.0 0.0 0.132
H -2.140 1.791 0.903 0.1 0.1 0.2 0.071
H -1.450 2.273 -0.642 0.1 0.1 0.0 0.084
H -3.182 2.310 -0.421 0.0 0.1 0.1 0.072
H -2.713 1.435 -2.544 0.1 0.0 -0.1 0.123
H -2.364 -0.267 -2.817 0.1 0.0 0.0 0.116
H -4.736 0.570 -3.292 -0.1 -0.1 0.0 0.122
H -4.566 -0.948 -2.413 0.0 0.0 0.0 0.116
H -6.296 0.438 -1.426 0.2 0.0 0.1 0.145
H -5.683 2.444 -0.527 0.0 0.0 0.0 0.090
H -6.199 1.228 1.265 -0.1 0.1 0.0 0.093
H -4.511 1.758 1.338 0.0 0.1 0.0 0.079
H -5.042 0.339 2.241 0.0 0.0 0.1 0.084
H -6.845 -0.905 0.233 -0.1 0.0 0.0 0.086
H -5.668 -1.932 -0.580 0.0 -0.1 -0.1 0.086
H -5.639 -1.758 1.181 0.0 -0.1 0.0 0.073
H -3.422 -1.509 -0.428 0.0 -0.1 0.0 0.153
H -2.714 0.077 2.068 0.0 0.0 -0.1 0.136
H -3.701 -2.524 1.953 0.0 0.0 0.0 0.099
H -1.703 -2.544 0.909 0.0 -0.1 0.0 0.117
H -1.126 -1.798 2.400 0.0 -0.1 0.1 0.138
H 0.361 1.206 0.845 0.1 0.2 0.0 0.071
H 0.862 0.105 2.109 0.1 0.0 0.1 0.079
H -0.765 0.713 2.095 -0.1 0.1 0.1 0.077
```
Positions in Å, forces in eV/Å.

A structure of composition C15H23F4N4SSbSe4Ta at a distorted geometry, computed with the ωB97M-V functional and the def2-TZVPD basis.

Values from the calculation:
molar mass	985.98	g mol⁻¹
calculated total energy	-11503.84862	Eh
relative energy (zero: lowest compared OMol25 entry of this formula, charge and spin)	146.25	kcal per mole
gap between HOMO and LUMO	5.330	eV
charge	+3

Geometry as XYZ:
```
53
Properties=species:S:1:pos:R:3:forces:R:3:lowdin_charge:R:1
Ta 0.551 0.313 -0.155 -1.0 -2.8 2.4 0.829
C 2.993 1.788 0.883 0.3 0.4 -0.1 -0.057
C 1.828 2.298 0.017 1.8 1.7 0.9 -0.273
N 1.558 1.501 -1.215 2.0 3.4 -2.6 -0.290
C 2.511 1.615 -2.399 0.3 -0.1 -0.1 -0.127
C 2.902 3.036 -2.747 -0.2 0.0 0.3 -0.035
C 0.149 1.821 -1.566 -1.1 3.8 -3.0 -0.249
C -0.772 0.614 -1.849 -3.2 0.3 -2.6 -0.247
N -0.187 -0.687 -1.513 -1.0 -0.2 -0.9 -0.187
C -0.868 -1.836 -1.947 0.2 -0.3 -0.1 -0.141
C -1.528 -2.637 -1.023 -0.1 0.2 0.1 -0.152
F -1.531 -2.250 0.263 0.0 0.0 0.3 0.057
C -2.244 -3.742 -1.426 0.1 -0.1 -0.3 -0.192
F -2.925 -4.437 -0.531 0.1 0.0 0.0 0.151
C -2.259 -4.092 -2.767 -0.2 -0.2 0.2 0.142
C -1.592 -3.314 -3.689 0.0 0.1 -0.3 -0.185
F -1.611 -3.623 -4.974 0.0 0.0 0.2 0.161
C -0.907 -2.180 -3.287 0.2 0.1 -0.1 -0.134
F -0.283 -1.392 -4.167 0.0 -0.1 0.1 0.133
H 3.517 2.652 1.293 0.0 0.0 -0.1 0.113
H 3.722 1.216 0.314 0.0 0.0 -0.1 0.094
H 2.694 1.203 1.743 -0.2 -0.2 0.1 0.052
H 2.027 3.336 -0.258 -0.1 0.0 -0.3 0.159
H 0.894 2.409 0.620 0.7 0.0 -0.2 0.059
H 2.002 1.137 -3.234 -0.2 -0.1 0.1 0.140
H 3.388 1.014 -2.181 0.0 -0.1 0.2 0.136
H 2.037 3.689 -2.878 0.0 0.0 -0.1 0.094
H 3.436 3.009 -3.696 0.0 0.0 0.0 0.113
H 3.565 3.474 -2.002 0.0 0.0 0.0 0.094
H 0.106 2.492 -2.427 0.2 -0.2 0.0 0.182
H -0.331 2.425 -0.775 0.3 0.1 -0.5 0.081
H -1.084 0.635 -2.894 0.4 0.0 -0.1 0.167
H -1.694 0.793 -1.257 0.1 -0.1 -0.7 0.095
H -2.815 -4.963 -3.096 0.0 0.0 0.0 0.167
C -4.027 1.598 3.743 0.1 -0.1 0.0 0.002
N -3.136 1.574 2.570 -0.4 0.1 0.0 -0.008
C -1.993 0.928 2.521 0.0 0.0 -0.2 -0.577
S -1.073 1.215 1.017 -4.1 1.7 3.7 0.833
N -1.597 0.204 3.531 0.2 -0.3 0.3 0.039
C -0.335 -0.504 3.753 0.0 0.1 0.0 -0.059
H -4.856 2.261 3.520 0.0 0.0 0.0 0.113
H -3.497 1.986 4.613 0.0 0.0 0.0 0.113
H -4.429 0.605 3.954 0.0 0.0 0.0 0.112
H -3.480 2.036 1.743 0.2 0.0 -0.1 0.145
H -2.269 0.120 4.285 0.0 0.0 0.0 0.154
H 0.444 -0.068 3.142 0.1 0.1 0.0 0.030
H -0.437 -1.566 3.546 -0.1 0.0 -0.1 0.057
H -0.049 -0.390 4.794 -0.1 0.1 0.1 0.112
Se 4.716 -3.980 1.059 0.7 0.4 -0.4 0.216
Sb 2.506 -3.235 1.758 1.0 -2.9 3.0 -0.047
Se 1.968 -3.458 4.062 -0.2 0.6 -0.4 0.158
Se 2.775 -5.317 0.525 -0.4 -0.4 -0.7 0.208
Se 1.517 -1.325 0.686 3.6 -4.7 2.4 0.451
```
Positions in Å, forces in eV/Å.

A structure of composition C5H11InN2O2 at a distorted geometry, computed with the ωB97M-V functional and the def2-TZVPD basis.

Values from the calculation:
molar mass	245.97	g mol⁻¹
calculated total energy	-646.19268	Eh
gap between HOMO and LUMO	3.393	eV
charge	+2

Geometry as XYZ:
```
21
Properties=species:S:1:pos:R:3:forces:R:3:lowdin_charge:R:1
N -2.616 -2.396 0.274 4.8 1.8 -0.2 0.110
C -1.124 -2.661 0.556 -0.4 -2.9 6.1 -0.279
O -0.850 -3.324 1.710 -1.1 4.4 -7.5 -0.001
C 0.097 -2.136 -0.437 -0.8 -1.0 -0.4 -0.060
C 0.238 -0.481 -0.447 0.7 -1.0 1.1 -0.156
N 0.450 0.121 0.926 0.2 1.9 -4.2 0.294
C 1.039 1.520 0.850 -1.9 -0.6 3.5 -0.253
C 0.089 2.622 0.088 -0.4 1.2 -0.8 -0.138
O 0.174 2.605 -1.381 1.1 -1.5 1.4 -0.087
H -2.947 -1.930 1.153 0.0 -0.8 -0.9 0.114
H -2.583 -1.667 -0.497 -0.7 -1.1 1.0 0.082
H -0.190 -2.461 -1.545 0.6 0.9 2.2 0.160
H 1.117 -2.679 -0.176 -2.3 1.3 -0.2 0.156
H -0.803 -0.080 -0.860 1.5 -0.3 0.9 0.216
H 1.064 -0.190 -1.227 -1.5 -0.1 1.2 0.115
H 1.128 1.893 1.981 -0.1 -0.9 -2.4 0.186
H 2.162 1.534 0.447 -6.6 -0.4 4.1 -0.278
H -1.042 2.511 0.371 2.2 -0.1 -0.3 0.173
H 0.433 3.703 0.446 -0.5 -2.4 -0.5 0.185
H 0.837 1.933 -1.718 -1.4 1.3 0.4 0.056
In 3.328 1.562 -0.511 6.5 0.4 -4.7 1.407
```
Positions in Å, forces in eV/Å.

A structure of composition C7H10O2 at a distorted geometry, computed with the ωB97M-V functional and the def2-TZVPD basis.

Values from the calculation:
molar mass	126.15	g mol⁻¹
calculated total energy	-423.07184	Eh
relative energy (zero: lowest compared OMol25 entry of this formula, charge and spin)	80.37	kcal per mole
gap between HOMO and LUMO (alpha / beta)	8.381 / 8.380	eV

Geometry as XYZ:
```
19
Properties=species:S:1:pos:R:3:forces:R:3:lowdin_charge:R:1
C 0.644 -1.674 -0.165 -0.5 0.3 0.5 -0.241
C -0.603 -1.298 -0.869 -0.1 0.0 0.1 -0.113
C 0.052 2.414 -0.236 0.0 0.0 -0.2 -0.033
C -1.569 -0.079 1.170 0.2 -0.2 0.2 -0.025
C 1.598 0.400 -0.059 0.4 0.6 0.6 -0.188
C 0.395 0.955 -0.123 -0.1 0.2 -0.1 -0.249
C -0.565 -0.127 0.062 0.9 -0.6 -0.3 -0.226
O 1.712 -2.101 -0.907 0.2 -0.2 -0.7 -0.013
O 2.759 0.245 0.154 -0.7 -0.3 -0.4 0.114
H 2.563 -1.656 -0.761 -0.3 0.2 0.5 0.087
H 0.541 -2.179 0.794 -0.1 0.0 -0.1 0.132
H -1.463 -1.956 -0.743 0.0 0.0 0.0 0.117
H -0.431 -1.050 -1.913 0.0 0.0 0.0 0.134
H -0.650 2.704 0.552 0.0 -0.1 0.0 0.076
H 0.942 3.034 -0.132 0.0 0.0 0.0 0.083
H -0.422 2.646 -1.194 0.0 0.0 0.0 0.078
H -1.514 -1.003 1.758 0.0 0.0 0.0 0.093
H -1.406 0.757 1.848 0.0 0.0 0.0 0.082
H -2.586 -0.031 0.764 0.1 0.0 0.0 0.094
```
Positions in Å, forces in eV/Å.